[1]
# C4H5N3O

A single C4H5N3O molecule at a distorted geometry (ωB97M-V with the def2-TZVPD basis set, OMol25).

Structure (XYZ):
```
13
Properties=species:S:1:pos:R:3:forces:R:3:mulliken_charge:R:1
N -2.69454 -0.32269 -0.20754 1.014 -1.875 2.703 -0.58
N -1.36051 -0.81099 -0.17587 -2.915 -1.634 -0.679 -0.28
C -0.26870 -0.25127 -0.07605 0.932 0.669 1.020 0.55
C 0.16462 1.16242 0.07602 2.401 -0.012 -1.980 -0.37
C 1.52488 1.19340 -0.15935 0.418 -0.530 1.397 -0.40
C 2.03890 -0.35045 -0.05815 -1.229 -1.460 -0.969 0.38
O 3.08718 -0.95896 -0.10445 0.142 2.023 0.420 -0.57
N 0.84501 -1.12147 -0.07373 0.257 1.729 0.638 -0.20
H -3.10978 -1.26608 0.39324 0.587 4.424 -1.849 0.32
H -2.69784 0.65631 0.24902 -0.740 -2.179 -0.264 0.24
H -0.50473 2.02417 -0.00205 0.264 -0.389 0.259 0.31
H 2.26249 2.10301 -0.22757 -1.709 -2.040 0.108 0.30
H 0.71300 -2.05740 0.36647 0.578 1.273 -0.805 0.30
```
Positions in Å, forces in eV/Å.

Properties
strongest force on any atom = 4.83 eV/A
calculated total energy = -394.8278 a.u.
total charge = 0
E_LUMO = -0.23 eV
SMILES = N/N=C1\C=CC(=O)N1
energy relative to the best compared isomer or geometry (same formula, charge and spin) = 3.8037 eV

[2]
# C30H26BrF4MoN7O3P

A molecular structure, C30H26BrF4MoN7O3P at a distorted geometry (ωB97M-V with the def2-TZVPD basis set, OMol25).

Structure (XYZ):
```
73
Properties=species:S:1:pos:R:3:forces:R:3:mulliken_charge:R:1
Mo 0.47884 0.80396 1.38053 1.226 1.736 1.932 -0.07
C -0.84351 2.45455 2.48728 -0.393 0.094 -0.383 -0.92
C -0.46935 2.76409 1.14312 -0.554 0.161 -0.432 -0.47
C 0.92830 3.01925 1.14431 -0.226 0.250 -0.482 -0.12
C 1.37997 2.90788 2.47841 0.189 -0.480 -0.264 -0.83
C 0.27440 2.61089 3.30372 0.065 -0.338 0.028 -0.39
H -1.84837 2.23874 2.80928 0.004 -0.041 0.084 0.55
H -1.14737 2.98061 0.33369 -0.034 -0.112 -0.035 0.82
H 1.50423 3.38874 0.31262 0.059 -0.045 -0.018 0.89
H 2.40173 3.05107 2.79909 -0.025 -0.135 0.083 0.56
H 0.29088 2.46561 4.37383 0.119 -0.069 -0.029 0.50
N -0.50642 -3.06664 0.82470 0.143 0.003 0.133 -0.28
N 0.77019 -3.49248 1.20964 -0.145 -0.215 -0.197 -0.31
C 1.51303 -2.79678 2.04753 0.363 0.092 0.118 0.37
N 2.53056 -3.40230 2.64070 -0.127 0.167 -0.151 -0.35
N 1.22261 -1.44752 2.20948 0.057 -0.746 0.149 -0.04
N 1.60458 -0.92563 3.37725 -0.634 1.214 -0.400 0.97
O 2.20465 -1.41688 4.27620 0.186 -0.299 0.240 -0.65
O 1.21326 0.30173 3.43235 0.057 -0.850 -0.121 -0.41
H -1.17246 -3.54446 1.43355 -0.113 0.065 -0.056 0.31
H -0.63055 -3.31854 -0.14897 -0.087 0.011 0.019 0.22
H 1.01512 -4.46849 1.08103 -0.019 0.026 -0.032 0.23
H 2.64786 -4.40091 2.55384 0.027 -0.026 0.042 0.23
H 3.10359 -2.91974 3.31575 -0.002 -0.088 -0.044 0.19
F 5.83507 2.91830 -2.80598 -0.086 -0.038 0.033 -0.24
C 4.66931 2.43314 -2.46083 0.271 0.119 -0.073 0.46
C 3.63660 2.37521 -3.37597 0.040 0.068 -0.187 0.43
F 3.82315 2.80459 -4.60161 -0.039 -0.033 0.064 -0.25
C 2.40296 1.85212 -3.00258 0.064 0.092 -0.199 0.54
F 1.48265 1.78366 -3.95019 -0.104 -0.075 0.139 -0.36
C 2.16056 1.41013 -1.70852 0.008 -0.005 -0.081 -1.34
P 0.54319 0.76868 -1.21414 -0.197 -0.143 0.291 2.29
C -0.62040 1.85100 -2.08276 -0.002 -0.016 -0.077 0.76
C -1.67670 1.35798 -2.84262 -0.131 0.005 -0.126 -0.38
C -2.52243 2.23749 -3.51094 0.054 -0.053 0.024 -0.87
C -2.31168 3.60511 -3.43742 -0.013 0.033 -0.001 -0.82
C -1.24200 4.10375 -2.70066 -0.014 -0.064 -0.020 -0.92
C -0.40271 3.23187 -2.02879 0.000 0.100 0.007 -0.82
C 0.49024 -0.90303 -1.90808 -0.022 -0.017 -0.051 1.80
C -0.71298 -1.60819 -1.99597 -0.090 -0.081 0.052 -0.34
C -0.75385 -2.85908 -2.59117 0.117 -0.011 -0.027 -1.11
C 0.41875 -3.43795 -3.07397 -0.109 -0.025 -0.012 -0.65
C 1.62362 -2.76258 -2.95741 -0.017 0.105 0.044 -0.97
C 1.65859 -1.49539 -2.38453 0.098 -0.105 -0.077 -0.80
C 3.23728 1.46001 -0.83023 0.094 -0.104 0.126 0.23
Br 3.12603 0.66703 0.88639 -0.231 -0.156 0.167 0.08
C 4.47257 1.95141 -1.17027 0.202 0.107 -0.157 0.44
F 5.48186 1.96302 -0.31870 -0.096 -0.045 0.082 -0.29
H -1.83077 0.29565 -2.97051 0.003 0.091 -0.002 0.47
H -3.33076 1.84286 -4.11221 0.006 0.014 0.004 0.52
H -2.96404 4.28349 -3.97211 0.018 -0.013 0.019 0.46
H -1.05041 5.16822 -2.66850 -0.008 -0.014 0.003 0.53
H 0.45124 3.64334 -1.50369 -0.014 -0.021 -0.007 0.44
H -1.63124 -1.19295 -1.60421 0.014 -0.004 0.014 0.16
H -1.70097 -3.37614 -2.69321 0.045 0.007 -0.006 0.50
H 0.38443 -4.40756 -3.55472 0.005 0.020 0.018 0.47
H 2.53513 -3.20336 -3.33926 -0.013 0.007 0.011 0.52
H 2.60594 -0.97302 -2.33964 -0.013 0.000 0.003 0.45
N -4.04120 -2.88144 4.32721 -0.083 0.133 -0.176 -0.34
C -2.99030 -2.73334 3.51898 0.104 -0.372 0.307 0.20
O -2.02748 -3.49453 3.49096 -0.065 0.299 -0.172 -0.62
C -2.97580 -1.58063 2.54775 0.186 -0.058 0.082 -0.42
C -3.92035 -1.39607 1.55869 -0.263 -0.004 -0.150 -0.27
C -3.65344 -0.50083 0.52593 -0.088 0.003 -0.023 -0.95
C -2.44303 0.14633 0.50001 0.116 0.089 0.357 -1.06
N -1.52339 -0.01526 1.48111 -0.028 -0.087 -0.222 1.51
C -1.80875 -0.83547 2.49887 0.023 -0.005 -0.320 -0.33
H -4.08672 -3.68791 4.93358 0.021 0.013 0.002 0.29
H -4.80402 -2.22464 4.34054 0.011 -0.029 0.064 0.21
H -4.84821 -1.95803 1.56449 0.041 0.008 0.006 0.53
H -4.36864 -0.32153 -0.26617 -0.005 -0.035 0.035 0.59
H -2.19473 0.83899 -0.29207 0.010 -0.006 -0.029 0.55
H -1.06791 -0.93122 3.27618 0.045 -0.070 0.056 0.71
```
Positions in Å, forces in eV/Å.

Properties
strongest force on any atom = 2.87 eV/A
calculated total energy = -5149.8039 a.u.
total charge = +3
E_LUMO (alpha / beta) = -10.24 / -10.36 eV
energy relative to the best compared isomer or geometry (same formula, charge and spin) = 1.9358 eV

[3]
# C2H5IS

2 unconnected molecules or ions with the total composition C2H5IS at a distorted geometry (ωB97M-V with the def2-TZVPD basis set, OMol25).

Structure (XYZ):
```
9
Properties=species:S:1:pos:R:3:forces:R:3:mulliken_charge:R:1
C -0.92386 -0.03606 -0.42302 -0.315 0.993 -2.768 -0.89
C 0.36707 -0.68691 -0.08039 -0.295 -0.975 -0.298 -0.12
S 0.96638 -0.71923 1.47611 0.701 -0.263 1.213 -0.08
I 2.24348 2.08373 -0.81844 -0.407 -0.615 0.021 -0.24
H -0.96294 0.22695 -1.55685 0.055 -0.658 1.876 0.26
H -1.87195 -0.52692 -0.17446 0.446 -0.806 -0.016 0.34
H -1.04470 0.90895 0.06263 0.375 0.747 0.431 0.34
H 0.66899 -1.68492 -0.53401 -0.366 1.620 0.032 0.24
H 0.55751 0.43441 2.04844 -0.192 -0.042 -0.492 0.15
```
Positions in Å, forces in eV/Å.

Properties
strongest force on any atom = 2.96 eV/A
calculated total energy = -774.9948 a.u.
total charge = 0
E_LUMO (alpha / beta) = -2.57 / -0.96 eV
energy relative to the best compared isomer or geometry (same formula, charge and spin) = 1.9467 eV

[4]
# C6H12Br6

3 unconnected molecules or ions with the total composition C6H12Br6 at a distorted geometry (ωB97M-V with the def2-TZVPD basis set, OMol25).

Structure (XYZ):
```
24
Properties=species:S:1:pos:R:3:forces:R:3:mulliken_charge:R:1
Br -36.78449 5.88248 -17.37627 0.427 -1.039 0.176 -0.20
C -36.19017 3.95167 -17.13281 -1.060 0.919 0.241 -0.63
C -36.43901 3.53941 -15.69956 0.288 0.146 0.222 -0.49
Br -36.22166 1.56668 -15.65314 -0.273 0.403 0.194 -0.20
H -35.14351 3.86474 -17.42446 -0.315 0.063 -0.124 0.40
H -36.92650 3.45801 -17.76703 0.607 -0.127 -0.194 0.42
H -37.43008 3.80339 -15.33051 -0.037 -0.280 -0.307 0.41
H -35.72295 3.94402 -14.98427 0.150 -0.126 -0.267 0.31
Br -40.93114 -0.16804 -15.68052 0.727 0.533 1.081 0.39
C -39.96577 0.86371 -14.25370 -0.863 -0.653 1.722 -0.32
C -39.55547 -0.00235 -13.02990 -0.183 -0.748 -0.865 -0.57
Br -41.04461 -0.58458 -11.83968 0.773 0.402 -1.261 0.05
H -40.76930 1.45499 -13.81457 -0.210 0.618 -0.727 0.42
H -39.15939 1.45589 -14.68632 -0.098 -0.203 -0.332 0.18
H -38.90714 0.56717 -12.36400 0.012 0.184 -0.248 0.41
H -39.03529 -0.87983 -13.41403 -0.025 -0.143 0.589 0.41
Br -31.66192 8.84078 -16.49583 -0.686 -0.785 -0.106 -0.12
C -33.45075 8.04888 -16.67790 -1.177 1.081 1.184 -0.57
C -34.03281 7.24642 -15.50904 0.959 -1.165 -0.250 -0.43
Br -33.11150 5.39416 -15.35258 -0.922 1.222 -0.183 -0.21
H -33.69605 7.67622 -17.67241 0.770 -0.632 0.210 0.38
H -34.11022 8.91566 -16.63412 0.139 0.456 -0.021 0.33
H -35.10346 7.12143 -15.67085 0.258 -0.546 -0.349 0.17
H -33.97685 7.61387 -14.48436 0.738 0.420 -0.384 0.44
```
Positions in Å, forces in eV/Å.

Properties
strongest force on any atom = 2.03 eV/A
calculated total energy = -15679.4937 a.u.
total charge = +1
2S+1 = 2
E_LUMO (alpha / beta) = -4.59 / -10.37 eV
<S²> = 0.754
energy relative to the best compared isomer or geometry (same formula, charge and spin) = 0.8531 eV

[5]
# C6H8N3O

A gas-phase ion, C6H8N3O (charge +1) at a distorted geometry (ωB97M-V with the def2-TZVPD basis set, OMol25).

Structure (XYZ):
```
18
Properties=species:S:1:pos:R:3:forces:R:3:mulliken_charge:R:1
C 0.79946 -1.75347 0.59541 -3.507 -3.581 -1.678 -1.17
C -0.30534 -1.13786 0.17919 1.993 3.534 -0.481 0.73
C -1.42856 -1.77865 -0.42271 -1.209 -1.677 -0.060 -0.32
N -2.59603 -1.32529 -0.24010 -0.783 -0.240 -1.053 -0.31
C -2.87084 -0.06081 0.18884 0.206 1.733 0.121 0.45
O -3.85483 0.32950 0.72136 0.088 -0.438 0.135 -0.42
N -1.84187 1.01014 -0.15233 -0.508 0.226 1.727 -0.26
C -1.00962 0.99424 -1.33137 -1.016 -1.187 0.261 -0.61
C -0.50139 0.61445 0.01187 -0.733 -6.327 -1.884 0.22
N 0.44388 1.35325 0.76042 0.114 3.919 3.549 -0.21
H 1.61203 -1.40001 1.02714 3.552 2.420 1.851 0.37
H 0.90807 -2.89480 0.56852 -0.714 1.653 -0.193 0.25
H -1.40255 -2.76039 -0.98015 0.555 1.039 0.696 0.42
H -0.85085 1.95666 -1.63304 0.701 2.531 -0.864 0.27
H -1.35947 0.40274 -2.17613 0.849 -0.849 0.375 0.30
H 0.41184 1.11157 1.83497 -0.165 0.610 -2.314 0.44
H 0.29901 2.45863 0.66628 -0.127 -2.700 0.387 0.44
H 1.40867 1.25852 0.49675 0.706 -0.666 -0.573 0.40
```
Positions in Å, forces in eV/Å.

Properties
strongest force on any atom = 6.64 eV/A
calculated total energy = -472.5331 a.u.
total charge = +1
E_LUMO = -4.47 eV
SMILES = C=C1C=NC(=O)N2C[C@]12[NH3+]
energy relative to the best compared isomer or geometry (same formula, charge and spin) = 4.9393 eV

[6]
# C7H12F3N2O

A gas-phase ion, C7H12F3N2O (charge +1) at a distorted geometry (ωB97M-V with the def2-TZVPD basis set, OMol25).

Structure (XYZ):
```
25
Properties=species:S:1:pos:R:3:forces:R:3:mulliken_charge:R:1
C -1.60518 2.30920 0.77622 0.738 0.631 -0.786 -0.67
O -1.12763 1.32649 -0.14977 1.516 -1.175 -1.440 -0.19
N -1.05699 0.05519 0.35274 -3.221 -0.181 1.143 0.26
C -2.37882 -0.55873 0.79290 1.208 3.486 1.106 -1.26
C -0.09642 -0.78098 0.20203 2.695 1.025 -1.198 0.31
N -0.08580 -1.92349 0.86411 -0.034 -1.480 0.592 -0.48
C 1.10783 -0.36226 -0.61163 -0.396 0.914 0.609 0.47
C 2.08696 0.35463 0.28129 -2.123 1.483 1.726 0.77
F 2.51518 -0.41477 1.27417 0.218 -0.643 0.353 -0.27
F 3.07285 0.81951 -0.37166 2.498 0.564 -1.505 -0.25
F 1.54469 1.48312 0.91591 -0.258 -1.180 -0.463 -0.28
C 1.08538 0.09320 -2.06843 0.139 -0.614 1.121 -0.58
C 1.79230 -1.15699 -1.67409 -0.914 0.738 0.715 -0.62
H -1.13383 3.25858 0.35188 -1.243 -1.127 0.635 0.25
H -1.17829 2.14422 1.75630 -0.115 -0.039 0.325 0.32
H -2.68733 2.19039 0.70582 0.016 0.954 0.541 0.34
H -2.58467 -0.09108 1.83755 -0.020 -1.588 -1.660 0.31
H -3.06046 -0.14028 0.05367 -0.386 -0.492 0.181 0.34
H -2.12026 -1.58464 0.67214 -1.391 -0.729 0.346 0.58
H 0.61158 -2.64991 0.73060 0.046 0.615 -0.308 0.26
H -0.73941 -2.14031 1.61483 0.393 0.278 -0.350 0.20
H 1.76054 0.84603 -2.32532 0.578 1.494 -0.134 0.29
H 0.14347 0.14306 -2.58029 -0.177 -0.533 -0.191 0.28
H 1.30527 -2.02107 -1.92082 -0.802 -2.361 -0.663 0.39
H 2.82907 -1.19909 -1.48018 1.034 -0.041 -0.696 0.26
```
Positions in Å, forces in eV/Å.

Properties
strongest force on any atom = 3.85 eV/A
calculated total energy = -757.9268 a.u.
total charge = +1
E_LUMO = -3.32 eV
SMILES = CON(C)C(=[NH2+])C1(C(F)(F)F)CC1
energy relative to the best compared isomer or geometry (same formula, charge and spin) = 3.9523 eV